{
  "formula": "C89H216N16O16",
  "method": "wB97M-V/def2-TZVPD",
  "elements": ["C", "C", "C", "O", "C", "N", "H", "H", "H", "H", "H", "H", "H", "H", "H", "H", "H", "C", "C", "C", "O", "C", "N", "H", "H", "H", "H", "H", "H", "H", "H", "H", "H", "H", "C", "C", "C", "O", "C", "N", "H", "H", "H", "H", "H", "H", "H", "H", "H", "H", "H", "C", "C", "C", "O", "C", "N", "H", "H", "H", "H", "H", "H", "H", "H", "H", "H", "H", "C", "C", "C", "O", "C", "N", "H", "H", "H", "H", "H", "H", "H", "H", "H", "H", "H", "C", "C", "C", "O", "C", "N", "H", "H", "H", "H", "H", "H", "H", "H", "H", "H", "H", "C", "C", "C", "O", "C", "N", "H", "H", "H", "H", "H", "H", "H", "H", "H", "H", "H", "C", "C", "C", "O", "C", "N", "H", "H", "H", "H", "H", "H", "H", "H", "H", "H", "H", "C", "C", "C", "O", "C", "N", "H", "H", "H", "H", "H", "H", "H", "H", "H", "H", "H", "C", "C", "C", "O", "C", "N", "H", "H", "H", "H", "H", "H", "H", "H", "H", "H", "H", "C", "C", "C", "O", "C", "N", "H", "H", "H", "H", "H", "H", "H", "H", "H", "H", "H", "C", "C", "C", "C", "C", "C", "N", "O", "C", "C", "C", "H", "H", "H", "H", "H", "H", "H", "H", "H", "H", "H", "H", "H", "H", "H", "H", "H", "H", "H", "C", "C", "C", "C", "C", "C", "N", "O", "C", "C", "C", "H", "H", "H", "H", "H", "H", "H", "H", "H", "H", "H", "H", "H", "H", "H", "H", "H", "H", "H", "C", "C", "C", "C", "C", "C", "N", "O", "C", "C", "C", "H", "H", "H", "H", "H", "H", "H", "H", "H", "H", "H", "H", "H", "H", "H", "H", "H", "H", "H", "C", "C", "C", "C", "C", "C", "N", "O", "C", "C", "C", "H", "H", "H", "H", "H", "H", "H", "H", "H", "H", "H", "H", "H", "H", "H", "H", "H", "H", "H", "C", "C", "C", "C", "C", "C", "N", "O", "C", "C", "C", "H", "H", "H", "H", "H", "H", "H", "H", "H", "H", "H", "H", "H", "H", "H", "H", "H", "H", "H"],
  "xyz": [[-15.5548, 26.2177, 12.9442], [-15.2271, 25.1434, 13.9927], [-15.7206, 23.8783, 13.4106], [-15.5645, 22.8110, 14.3879], [-16.0954, 21.5505, 14.1493], [-13.7922, 25.0232, 14.2832], [-16.5783, 26.5411, 13.3287], [-15.5593, 25.8629, 11.8842], [-14.8588, 26.9739, 13.0569], [-15.8237, 25.4515, 14.8385], [-15.0644, 23.6081, 12.5285], [-16.7253, 23.9366, 13.0035], [-17.1720, 21.4707, 13.8998], [-16.0774, 20.9539, 15.0349], [-15.5342, 21.0275, 13.3594], [-13.6553, 24.2548, 14.9233], [-13.3949, 25.8878, 14.6164], [-10.9360, 27.5870, 14.2936], [-10.5817, 27.6630, 12.7742], [-9.3560, 26.7360, 12.5392], [-8.1989, 27.4198, 13.0813], [-6.9412, 26.9836, 12.6068], [-11.7371, 27.2352, 12.0119], [-11.9419, 28.0138, 14.2861], [-10.2542, 28.1917, 14.9698], [-11.1515, 26.5469, 14.5968], [-10.3049, 28.7306, 12.4060], [-9.3576, 26.6313, 11.4515], [-9.4894, 25.8462, 13.1640], [-6.8855, 25.8940, 12.4091], [-6.2433, 27.3261, 13.3520], [-6.6769, 27.5597, 11.7063], [-12.2665, 28.0415, 11.7082], [-12.3066, 26.4641, 12.3673], [-11.2203, 23.5555, 10.0936], [-12.5250, 22.7931, 10.5838], [-13.7444, 23.4063, 9.9351], [-13.6761, 24.8166, 9.7922], [-14.7586, 25.3631, 8.9894], [-12.4235, 21.4247, 10.1518], [-11.0250, 24.6074, 10.4711], [-11.1825, 23.5092, 8.9758], [-10.4250, 22.8401, 10.3932], [-12.5908, 22.9225, 11.6324], [-14.5810, 23.1075, 10.5417], [-13.9296, 22.9541, 8.9664], [-14.6114, 26.4569, 9.0208], [-15.7323, 25.0798, 9.4346], [-14.6895, 25.0413, 7.8690], [-13.1170, 20.8484, 10.6010], [-12.4468, 21.3238, 9.1437], [-16.3914, 17.2590, 16.0262], [-14.8807, 17.5293, 15.8608], [-14.3781, 18.5105, 16.9071], [-14.8113, 18.1548, 18.2453], [-13.8723, 18.5438, 19.1694], [-14.1567, 16.2179, 16.0055], [-16.6590, 16.2463, 15.6425], [-16.9561, 18.0557, 15.6231], [-16.6355, 17.2638, 17.0816], [-14.5443, 18.0141, 14.9071], [-14.6133, 19.5755, 16.6409], [-13.3107, 18.4183, 16.9836], [-13.6333, 19.6659, 19.0934], [-12.9465, 17.9629, 19.0541], [-14.2855, 18.4651, 20.1900], [-13.2318, 16.4091, 15.6132], [-14.1404, 16.0412, 17.0315], [-20.6055, 26.7301, 16.9078], [-19.0581, 26.8166, 16.9191], [-18.4557, 25.3867, 16.9265], [-18.9429, 24.7639, 18.0774], [-18.6257, 23.3597, 18.0922], [-18.4935, 27.5966, 15.8107], [-20.9307, 26.1087, 17.7647], [-21.0000, 26.2309, 16.0013], [-21.1480, 27.6275, 16.9282], [-18.7034, 27.2257, 17.8604], [-17.3544, 25.4608, 16.9326], [-18.6935, 24.7201, 16.0319], [-17.6060, 23.1834, 17.5863], [-19.4166, 22.8267, 17.4783], [-18.6261, 22.9830, 19.0916], [-18.7588, 27.1463, 14.9221], [-19.0106, 28.5034, 15.7660], [-20.2959, 17.7520, 20.8666], [-19.7467, 19.0771, 20.5020], [-18.5064, 18.9963, 19.6123], [-18.1557, 20.3241, 19.2720], [-17.2485, 20.4882, 18.2265], [-20.7371, 19.8105, 19.7991], [-21.1662, 17.9159, 21.5627], [-19.5763, 17.1843, 21.4306], [-20.6489, 17.2075, 19.9429], [-19.4603, 19.5464, 21.4122], [-18.8479, 18.5087, 18.6507], [-17.6126, 18.5097, 20.0310], [-17.8213, 20.4159, 17.2804], [-16.5543, 19.6767, 18.2771], [-16.8089, 21.5008, 18.1986], [-21.4908, 19.9755, 20.4191], [-20.3296, 20.6606, 19.4619], [-4.4401, 23.9019, 14.1388], [-4.2020, 23.1197, 15.4331], [-5.5061, 22.4579, 15.9626], [-6.7350, 23.1056, 15.9148], [-6.9123, 24.2472, 16.7977], [-3.2277, 21.9977, 15.4940], [-3.5597, 24.3588, 13.7806], [-5.1669, 24.6682, 14.3700], [-4.7807, 23.2322, 13.3276], [-3.8951, 23.9171, 16.1546], [-5.4224, 21.9703, 16.9664], [-5.7156, 21.6331, 15.2878], [-7.8902, 24.7755, 16.5496], [-6.1105, 25.0311, 16.6523], [-7.0403, 23.8892, 17.8409], [-2.3030, 22.3384, 15.7186], [-3.2915, 21.4063, 14.6793], [-11.6341, 17.2334, 22.4347], [-11.6690, 18.7360, 22.8234], [-10.6643, 19.1932, 23.8849], [-9.3409, 19.0206, 23.4603], [-8.4235, 19.0709, 24.6590], [-11.6431, 19.5293, 21.6479], [-10.8749, 16.9847, 21.6525], [-12.6191, 17.0266, 21.8993], [-11.6251, 16.5900, 23.2904], [-12.7190, 18.8166, 23.2698], [-10.8340, 18.5534, 24.7950], [-10.8510, 20.2143, 24.1292], [-7.4070, 19.0914, 24.3100], [-8.6752, 18.2310, 25.2990], [-8.5529, 20.0321, 25.1549], [-11.4260, 20.5159, 21.8820], [-11.0055, 19.1331, 20.9301], [-2.4764, 23.3952, 20.0574], [-3.5497, 23.7919, 21.0800], [-4.6291, 24.6747, 20.4521], [-5.7462, 24.9286, 21.3164], [-6.8631, 25.3855, 20.5458], [-4.2558, 22.6662, 21.6517], [-1.5108, 23.2366, 20.3683], [-2.4379, 24.1845, 19.2828], [-2.7367, 22.4943, 19.5072], [-3.1352, 24.4891, 21.7882], [-5.0155, 24.1684, 19.5377], [-4.2519, 25.6666, 20.0566], [-7.6273, 25.8512, 21.2521], [-7.3612, 24.4496, 20.1702], [-6.6124, 26.0745, 19.7509], [-4.8941, 23.0078, 22.3882], [-3.6378, 21.9886, 22.0648], [-11.5208, 19.8524, 13.0441], [-10.1853, 19.1566, 13.3220], [-10.1927, 18.4469, 14.7333], [-11.0207, 17.2753, 14.7581], [-10.4775, 16.4533, 15.7329], [-9.9360, 18.1544, 12.2629], [-11.5433, 20.4969, 12.0943], [-11.5747, 20.5884, 13.8274], [-12.4843, 19.2450, 13.0525], [-9.4519, 19.9538, 13.3050], [-10.5828, 19.2280, 15.4435], [-9.1281, 18.3175, 14.9365], [-10.9582, 15.4663, 15.7888], [-10.6653, 16.9802, 16.6683], [-9.4468, 16.3244, 15.6250], [-10.2539, 18.4757, 11.3133], [-10.5091, 17.3492, 12.3983], [-12.7506, 31.5594, 14.7078], [-12.8911, 31.5932, 16.2331], [-13.1985, 30.1831, 16.7292], [-14.3336, 29.7076, 16.1298], [-14.8470, 28.4563, 16.5031], [-11.6144, 31.9711, 16.8497], [-13.6926, 31.4768, 14.1574], [-12.0417, 30.7958, 14.3328], [-12.2394, 32.5129, 14.4072], [-13.7243, 32.2950, 16.4508], [-13.3947, 30.1041, 17.7974], [-12.3250, 29.5701, 16.4612], [-15.0071, 28.3692, 17.5959], [-14.1216, 27.5961, 16.2083], [-15.8310, 28.4215, 16.0347], [-11.3627, 32.8844, 16.6546], [-11.7195, 31.9047, 17.8786], [-8.0044, 24.2307, 23.5390], [-9.6117, 24.2328, 23.3178], [-10.1245, 22.9253, 23.8756], [-11.6407, 22.7957, 23.9843], [-12.1587, 23.9888, 24.7834], [-11.7790, 25.3594, 24.3150], [-10.2364, 25.3182, 24.1625], [-9.8545, 26.5654, 23.6276], [-12.5374, 25.8510, 23.0744], [-12.0956, 26.3994, 25.3816], [-9.8923, 24.2962, 21.7929], [-7.9309, 24.0281, 24.5662], [-7.5650, 25.2098, 23.3590], [-7.5301, 23.4289, 22.9888], [-9.7304, 22.2103, 23.0982], [-9.6439, 22.7130, 24.8617], [-11.7856, 21.9680, 24.6626], [-12.1975, 22.7105, 23.0172], [-11.6763, 23.8980, 25.7658], [-13.2026, 23.8614, 24.9279], [-12.0437, 26.7543, 22.6555], [-12.6911, 25.1222, 22.2384], [-13.5073, 26.2531, 23.3386], [-13.0594, 26.0949, 25.8656], [-11.3314, 26.2825, 26.2009], [-12.1378, 27.4394, 25.0263], [-9.0951, 23.6984, 21.2589], [-9.7887, 25.3055, 21.3359], [-10.9031, 23.9717, 21.5650], [-9.4689, 26.9675, 24.4202], [-3.0228, 19.2078, 19.6985], [-4.4456, 18.8917, 19.2582], [-4.8674, 17.5246, 19.8196], [-6.3129, 17.1882, 19.6632], [-7.0827, 18.3304, 20.2948], [-6.8093, 19.6903, 19.6985], [-5.3418, 19.9423, 19.8578], [-5.0393, 21.3159, 19.4424], [-7.2568, 19.7443, 18.2866], [-7.5434, 20.7897, 20.4742], [-4.3321, 18.7403, 17.7437], [-2.7071, 20.1091, 19.1263], [-2.3670, 18.2974, 19.6378], [-3.0357, 19.4610, 20.7721], [-4.2793, 16.7745, 19.3240], [-4.5940, 17.3920, 20.8433], [-6.5073, 16.2723, 20.2488], [-6.6164, 17.0445, 18.6281], [-6.7634, 18.5148, 21.3527], [-8.1750, 18.2296, 20.2834], [-8.3399, 19.6941, 18.3270], [-6.9312, 20.6606, 17.8823], [-6.8491, 18.9775, 17.6474], [-8.5075, 20.4391, 20.7329], [-7.0225, 21.0651, 21.3732], [-7.6864, 21.6112, 19.7875], [-3.5093, 18.0692, 17.6242], [-4.0208, 19.6684, 17.1685], [-5.1719, 18.2456, 17.1544], [-4.8740, 21.8641, 20.2434], [-16.5760, 20.2030, 22.5821], [-15.9953, 21.4364, 23.3391], [-15.3054, 22.3588, 22.3191], [-16.3080, 23.1994, 21.4885], [-17.1301, 24.0559, 22.4509], [-17.8967, 23.1557, 23.4428], [-17.0029, 22.2066, 24.0194], [-17.8652, 21.3072, 24.7819], [-18.5019, 24.0398, 24.4808], [-18.9760, 22.4024, 22.6464], [-14.9860, 20.9152, 24.3600], [-17.2670, 19.6874, 23.3214], [-15.7681, 19.5103, 22.4097], [-17.1029, 20.4741, 21.7580], [-14.5750, 22.9703, 22.9496], [-14.6756, 21.6858, 21.7603], [-16.8670, 22.5374, 20.7775], [-15.7963, 23.8956, 20.8129], [-17.9576, 24.6512, 22.0216], [-16.4459, 24.7837, 22.9818], [-19.3376, 23.6514, 25.0320], [-17.7386, 24.4200, 25.1722], [-18.8333, 24.9531, 24.0512], [-18.5964, 21.7154, 21.8903], [-19.5317, 21.7777, 23.3506], [-19.6768, 23.1092, 22.1585], [-13.9420, 20.8625, 23.9299], [-15.3925, 19.9384, 24.6616], [-14.9641, 21.5164, 25.2699], [-17.8746, 21.7358, 25.6807], [-7.9199, 31.3668, 20.9660], [-8.5514, 30.0599, 21.4091], [-10.0554, 30.3459, 21.8310], [-10.9596, 30.4702, 20.6038], [-10.8768, 29.2642, 19.6349], [-9.4408, 29.0837, 19.1208], [-8.5707, 29.0357, 20.2980], [-7.2310, 28.9133, 19.9088], [-9.3247, 27.6584, 18.4369], [-9.1045, 30.1457, 18.0614], [-7.8899, 29.4130, 22.6515], [-7.1085, 31.1573, 20.2961], [-7.5572, 32.0003, 21.8090], [-8.6556, 31.9752, 20.5161], [-10.4216, 29.5512, 22.5216], [-9.9980, 31.2987, 22.4431], [-10.7850, 31.3758, 20.0231], [-12.0140, 30.5114, 20.8715], [-11.4421, 29.4501, 18.6926], [-11.2407, 28.3613, 20.1677], [-10.1931, 27.4596, 17.7850], [-8.3740, 27.3218, 18.0362], [-9.3711, 26.8753, 19.2477], [-9.2226, 31.1864, 18.3507], [-8.0414, 30.0273, 17.7406], [-9.6698, 30.0224, 17.1585], [-8.1045, 29.9536, 23.5939], [-6.7455, 29.3108, 22.6803], [-8.2928, 28.4255, 22.7288], [-6.9218, 28.2702, 20.5734], [-14.4929, 24.0208, 17.9630], [-13.1590, 23.3701, 18.2362], [-13.2915, 21.8286, 17.9525], [-11.9121, 21.1422, 17.9058], [-11.0954, 21.8722, 16.8088], [-10.9286, 23.3996, 17.0794], [-12.1592, 23.9817, 17.3578], [-12.0700, 25.4273, 17.7114], [-9.9331, 23.4601, 18.2390], [-10.3361, 24.1562, 15.9129], [-12.8548, 23.7680, 19.7236], [-15.2771, 23.5422, 18.5218], [-14.6810, 23.8327, 16.8998], [-14.5027, 25.0547, 18.1672], [-14.0229, 21.3408, 18.5987], [-13.7104, 21.8276, 16.9455], [-11.9295, 20.0640, 17.5983], [-11.3621, 21.2422, 18.8990], [-11.5957, 21.6759, 15.8488], [-10.0784, 21.4170, 16.8570], [-8.9838, 23.1816, 17.7769], [-9.7836, 24.4473, 18.5980], [-10.1421, 22.8169, 19.1494], [-9.4651, 23.5676, 15.5158], [-11.0173, 24.2101, 15.0607], [-10.1591, 25.1332, 16.3178], [-12.6906, 24.8388, 19.7506], [-11.9949, 23.2578, 20.0524], [-13.7106, 23.4069, 20.2400], [-11.3323, 25.5280, 18.3456]],
  "atomic_forces_ev_per_a": [[-2.2, -1.4, 0.4], [0.7, 0.6, -0.9], [1.0, -2.7, -0.6], [-0.4, 1.2, 0.4], [-0.6, -0.5, -1.3], [-0.7, -0.2, -0.9], [1.1, 0.2, -1.3], [0.0, 0.2, 0.9], [1.2, 1.9, 0.0], [-0.1, -0.3, 0.8], [-0.5, 0.4, 0.8], [-0.5, 0.0, 0.4], [0.2, 0.8, -0.3], [0.7, -0.2, 0.9], [-0.1, 0.0, 0.1], [0.4, 0.2, 0.3], [0.0, 0.0, 0.4], [-0.3, 1.4, -0.4], [0.7, 0.1, 1.1], [-0.2, 1.8, 0.4], [-0.8, -0.5, -0.4], [-0.4, 0.4, -0.5], [0.3, 0.0, -1.0], [0.0, 0.5, 0.6], [-0.7, -1.1, -0.6], [0.8, 0.3, 0.0], [-0.4, -1.8, 0.9], [0.7, -0.6, 0.1], [-0.1, -0.4, -0.8], [0.0, 0.5, 0.2], [0.5, -0.4, 0.4], [-0.1, -0.4, -0.2], [-0.3, -0.5, 0.1], [0.3, 0.5, 0.1], [0.1, -1.0, 0.0], [1.4, 2.2, -2.6], [-0.4, 0.7, -0.2], [-0.8, 0.2, -0.5], [1.1, -0.4, -0.5], [0.5, -0.6, 0.7], [-0.6, -1.4, -0.4], [-0.2, 0.4, 0.7], [0.0, 0.8, 0.1], [0.0, -0.4, 1.2], [-0.9, 0.0, 0.4], [0.2, -0.1, -0.5], [-0.2, -0.5, 0.0], [0.3, 0.1, -0.4], [-0.1, 0.3, 1.9], [-0.2, -0.2, -0.2], [-0.2, 0.1, 0.2], [1.0, -1.0, 0.1], [0.3, -0.7, 0.3], [-0.4, 0.4, 0.8], [-1.0, -0.1, -1.7], [0.7, 2.1, 1.4], [-0.5, 1.1, 0.2], [0.1, 1.0, -0.1], [-0.9, 0.7, -0.8], [0.1, -0.2, 0.3], [-0.7, -0.7, 0.4], [-0.1, -0.7, 0.5], [0.8, 0.1, -0.6], [-0.1, -1.8, 0.0], [0.0, 0.1, 0.2], [0.2, -0.4, -0.4], [0.0, -0.5, 0.7], [0.5, 0.0, -1.1], [0.5, -2.1, 0.1], [-0.6, -1.0, -0.7], [-0.1, 0.0, -1.0], [0.5, -1.1, 0.7], [0.2, 0.5, -2.4], [-0.8, 0.7, -0.5], [0.1, 0.4, -0.4], [0.5, -0.1, 0.2], [-0.3, 1.7, 0.3], [-0.1, 0.4, 0.1], [-0.1, 0.0, 0.1], [-0.1, 1.1, 0.5], [-1.4, 0.3, 0.8], [0.9, 0.3, 0.6], [0.0, -0.1, 0.7], [0.2, 0.1, 0.5], [0.7, -0.9, 0.1], [-1.5, -1.0, -0.1], [1.4, -0.4, -0.5], [-0.5, -0.1, -1.6], [-0.4, 1.3, 1.3], [-0.9, 0.0, -1.1], [-0.1, 0.0, -1.0], [0.6, -0.3, -0.8], [0.3, -0.5, 0.1], [0.4, 0.4, 1.1], [0.5, 0.7, 1.1], [0.5, -0.1, 0.8], [-0.4, -0.3, 0.1], [0.3, -0.2, 0.0], [1.1, -0.2, -0.2], [0.1, -0.7, 0.6], [-0.9, 0.5, 0.4], [-0.1, 0.6, -0.1], [-0.6, -1.7, 0.1], [-0.5, 0.3, 1.4], [0.0, -1.3, 0.5], [-1.2, 2.5, 0.2], [-0.4, 0.3, -0.7], [-0.7, 1.3, 0.2], [1.2, 0.6, -0.2], [-0.4, 0.1, -0.3], [-0.2, 0.3, 0.3], [0.1, -0.8, -0.1], [0.7, 0.7, -0.5], [0.3, -0.5, -0.3], [1.3, -0.9, 0.0], [-0.5, -1.0, 0.4], [0.7, 0.3, -0.4], [0.0, -0.3, -0.5], [0.4, 0.1, -0.1], [-1.1, 0.7, -1.9], [-1.2, -1.2, 1.0], [-0.4, -2.2, 0.5], [1.8, 0.0, 1.4], [-1.7, 0.6, -2.0], [0.4, 1.0, -1.5], [-0.1, 0.2, 1.0], [1.1, 0.2, 0.7], [0.4, -0.4, 0.4], [1.3, 0.3, 0.0], [0.0, 0.6, -0.4], [-0.2, 0.9, 0.3], [0.3, -0.5, -0.4], [0.2, 0.0, 0.2], [-0.4, 0.0, 0.3], [0.0, -0.9, -0.6], [-0.4, 0.8, 0.8], [-2.6, 0.8, -1.8], [-0.3, 1.1, -0.4], [-0.8, 0.5, -2.0], [0.7, 0.4, -0.4], [-1.4, -1.3, 1.6], [-0.5, 0.2, 0.9], [2.2, -0.1, 1.4], [0.1, -0.2, 0.3], [-0.5, -0.1, 0.0], [0.7, -0.1, 1.0], [0.1, 0.0, 0.4], [0.1, -0.9, 0.6], [1.2, -0.4, -0.9], [0.3, 1.0, -0.3], [0.2, 0.2, -0.3], [0.4, -0.3, -0.6], [0.3, -0.2, 0.1], [-1.0, 1.1, -0.7], [-2.4, -1.6, -0.8], [-0.6, 2.3, -1.5], [1.0, 1.1, -1.2], [-1.8, -0.5, 1.5], [0.7, 0.7, -1.3], [0.4, -1.3, 1.1], [-0.6, 0.5, 0.6], [1.4, 0.3, 0.1], [0.5, -0.2, 0.2], [0.3, -0.8, -0.3], [-0.1, -0.9, 0.4], [-0.1, 0.4, -0.3], [0.2, -0.3, 0.7], [1.8, -0.3, -0.3], [0.6, 0.1, 1.4], [-0.4, -0.6, 0.6], [1.3, 1.0, -0.6], [-0.2, -0.3, -0.5], [0.4, -0.2, 0.4], [-1.4, 0.1, -1.4], [1.1, -0.8, 0.2], [-1.0, -2.2, 1.4], [0.1, 0.0, 0.3], [-0.4, 0.0, 0.5], [-0.7, -0.5, 0.1], [0.3, -0.4, 0.2], [0.5, 0.4, 0.6], [0.1, -0.1, 0.2], [0.2, 0.2, -0.2], [-1.3, 1.2, 0.3], [0.2, -0.6, -0.1], [0.5, 2.2, -0.6], [0.2, 0.1, -0.8], [-2.6, 0.8, -0.4], [0.9, 1.0, -0.1], [0.7, -1.1, -1.3], [0.3, 1.1, 0.0], [1.0, -0.6, 0.7], [1.0, 0.6, -1.3], [-0.9, -0.9, -0.5], [0.5, 0.6, 0.4], [0.4, 0.1, -1.5], [0.3, -0.8, 1.8], [0.9, 0.5, -0.3], [0.5, -0.3, 1.6], [0.0, -0.2, -0.3], [0.0, 0.0, -0.4], [-0.3, 0.0, 1.1], [-0.4, 0.1, -0.7], [-0.6, -0.7, -0.4], [0.6, -0.3, 0.7], [-0.2, -0.1, 0.1], [-1.2, 0.3, 0.2], [0.1, -0.7, 0.1], [0.2, 0.4, 0.8], [-0.4, -0.3, 0.3], [0.6, 0.6, -0.5], [-0.6, 0.4, -0.7], [0.0, -0.5, 0.1], [-1.2, 0.2, 0.6], [-0.1, -0.3, 0.7], [0.1, -0.3, -0.1], [0.0, 0.3, -0.5], [0.2, 0.1, 0.9], [-0.3, 0.7, 0.1], [0.5, 0.1, -0.6], [-0.8, 0.1, 1.0], [-0.4, 0.8, 1.4], [1.5, 0.4, 0.3], [-0.1, 0.3, 0.4], [-0.2, -1.6, -1.4], [-0.6, -0.4, -0.4], [0.5, -0.4, -0.8], [-0.8, 0.7, -2.1], [0.4, -0.9, 0.4], [-0.4, 1.0, -0.5], [0.0, 0.1, -0.3], [0.5, -0.3, -0.5], [0.1, 0.4, 1.0], [-0.1, 0.2, -0.5], [0.0, -0.1, -0.1], [-0.4, -0.8, -0.5], [0.1, -0.4, 0.1], [-0.4, 0.0, -0.5], [0.1, 1.4, -0.7], [-0.2, -0.4, 0.0], [-1.2, -0.4, 0.4], [0.3, 0.3, 0.3], [0.1, 0.7, 0.1], [0.7, -0.6, -0.3], [-0.6, -0.8, 0.9], [0.8, 0.7, 1.0], [-0.1, -0.7, 0.5], [0.5, -0.7, 4.2], [-0.3, -0.3, -1.3], [0.4, 0.8, 1.3], [0.7, 0.1, -0.5], [-0.2, 0.0, 0.5], [0.1, -0.2, -2.3], [-0.2, -0.2, 2.5], [0.8, 0.8, 1.5], [0.5, 0.7, 1.1], [-1.1, 0.3, 0.0], [0.3, -0.4, 0.0], [0.7, 0.5, -1.0], [0.3, -0.2, -0.5], [-1.3, 0.5, -2.7], [-1.0, -0.1, -1.0], [0.2, -0.1, -0.7], [0.0, 0.4, 0.9], [0.3, -0.2, 0.1], [0.7, -0.1, -0.4], [-0.6, -0.8, -0.4], [-0.3, -0.5, 0.3], [0.0, -0.5, 0.1], [-0.6, 0.8, -0.8], [0.2, 0.3, 0.0], [-0.1, 0.2, -0.2], [0.3, -0.3, 0.2], [-1.2, -0.3, 0.4], [0.8, 0.0, 0.1], [0.1, 0.3, -0.2], [0.1, -0.7, -1.3], [0.6, 0.2, 1.4], [-1.7, -0.1, 0.2], [0.9, 0.2, 0.3], [-0.7, -0.5, -0.6], [0.6, 0.3, -0.1], [0.3, -1.0, -0.4], [-0.4, 0.5, 1.5], [1.0, -1.0, 0.0], [-0.7, -0.8, 1.8], [1.7, -0.1, -0.1], [1.7, 0.5, 0.1], [0.4, 0.2, -0.3], [0.0, -0.7, -0.3], [-0.8, 0.7, -1.0], [0.2, 0.3, -0.6], [-0.4, -1.0, -0.7], [0.3, 0.2, 0.2], [-0.1, 0.3, 0.4], [-0.1, -0.2, 1.0], [0.2, 0.3, -0.5], [0.6, 0.3, -0.2], [0.2, 0.9, -0.8], [-0.5, 0.8, -0.2], [-0.1, 0.0, 0.3], [-0.6, 0.1, 0.4], [-0.6, -0.2, -0.4], [-0.2, 0.0, -0.6], [-1.5, 0.3, -0.6], [-0.3, -0.8, 0.2], [0.2, 0.3, -0.6], [-0.1, -1.3, -1.6], [0.4, 0.3, 1.9], [1.0, 1.0, -0.3], [0.5, 0.4, 0.1], [0.1, -0.2, 0.6], [1.3, -1.7, 0.5], [-3.1, 1.9, 0.0], [0.4, -1.5, -0.7], [0.6, -1.2, 0.5], [0.6, -1.7, -0.9], [-0.3, -0.9, -1.9], [-0.4, -0.3, 0.4], [-0.4, 0.4, 0.0], [0.1, 1.2, 0.2], [0.1, 0.4, 0.2], [-0.1, -0.4, -0.2], [-0.2, 0.9, 0.6], [-0.8, -0.4, -1.1], [0.3, 0.1, 0.1], [-0.6, 0.4, -0.6], [0.1, -0.3, 0.5], [0.1, 1.2, 0.4], [0.2, 0.6, -1.3], [-0.3, 1.0, 0.6], [-0.3, 0.1, 0.3], [0.7, 0.7, -0.5], [-0.4, 0.0, 0.4], [1.1, -0.6, 0.7], [-0.6, 0.1, 1.1], [-0.3, -0.2, -0.2]],
  "multiplicity": 1,
  "e_above_lowest_kcal_mol": 49.18,
  "energy_ha": -5599.9073,
  "orbital_gap_ev": 8.57,
  "e_lumo_ev": 0.499,
  "charge": 0,
  "homo_ev": -8.1
}